{
  "formula": "C92H212F18N4O4P7",
  "method": "ωB97M-V/def2-TZVPD",
  "mol_weight_g_mol": 1997.5,
  "charge": 5,
  "homo_lumo_gap_ev": 8.079,
  "homo_ev": -16.52,
  "elements": ["C", "C", "C", "N", "C", "C", "C", "C", "C", "H", "H", "H", "H", "H", "H", "H", "H", "H", "H", "H", "H", "H", "H", "H", "H", "H", "H", "C", "C", "C", "N", "C", "C", "C", "C", "C", "H", "H", "H", "H", "H", "H", "H", "H", "H", "H", "H", "H", "H", "H", "H", "H", "H", "H", "C", "C", "C", "C", "P", "C", "C", "C", "C", "C", "C", "C", "C", "C", "C", "C", "C", "H", "H", "H", "H", "H", "H", "H", "H", "H", "H", "H", "H", "H", "H", "H", "H", "H", "H", "H", "H", "H", "H", "H", "H", "H", "H", "H", "H", "H", "H", "H", "H", "H", "H", "H", "H", "C", "C", "C", "C", "P", "C", "C", "C", "C", "C", "C", "C", "C", "C", "C", "C", "C", "H", "H", "H", "H", "H", "H", "H", "H", "H", "H", "H", "H", "H", "H", "H", "H", "H", "H", "H", "H", "H", "H", "H", "H", "H", "H", "H", "H", "H", "H", "H", "H", "H", "H", "H", "H", "C", "C", "C", "C", "P", "C", "C", "C", "C", "C", "C", "C", "C", "C", "C", "C", "C", "H", "H", "H", "H", "H", "H", "H", "H", "H", "H", "H", "H", "H", "H", "H", "H", "H", "H", "H", "H", "H", "H", "H", "H", "H", "H", "H", "H", "H", "H", "H", "H", "H", "H", "H", "H", "C", "C", "C", "C", "P", "C", "C", "C", "C", "C", "C", "C", "C", "C", "C", "C", "C", "H", "H", "H", "H", "H", "H", "H", "H", "H", "H", "H", "H", "H", "H", "H", "H", "H", "H", "H", "H", "H", "H", "H", "H", "H", "H", "H", "H", "H", "H", "H", "H", "H", "H", "H", "H", "C", "O", "C", "C", "N", "H", "H", "C", "C", "O", "C", "H", "H", "H", "H", "H", "H", "H", "H", "H", "H", "H", "H", "H", "H", "C", "O", "C", "C", "N", "H", "H", "C", "C", "O", "C", "H", "H", "H", "H", "H", "H", "H", "H", "H", "H", "H", "H", "H", "H", "P", "F", "F", "F", "F", "F", "F", "P", "F", "F", "F", "F", "F", "F", "P", "F", "F", "F", "F", "F", "F"],
  "xyz": [[19.320, 23.469, 28.232], [20.431, 23.758, 27.210], [20.719, 22.609, 26.338], [21.712, 22.942, 25.229], [23.159, 23.243, 25.659], [21.159, 24.010, 24.201], [21.928, 23.749, 22.923], [22.254, 22.232, 22.856], [21.784, 21.681, 24.269], [18.281, 23.504, 27.904], [19.364, 24.248, 28.992], [19.502, 22.550, 28.789], [21.302, 24.239, 27.656], [20.067, 24.579, 26.592], [19.852, 22.254, 25.781], [21.116, 21.705, 26.801], [23.274, 24.173, 26.216], [23.761, 23.424, 24.768], [23.626, 22.377, 26.127], [21.416, 24.997, 24.585], [20.096, 23.789, 24.108], [22.736, 24.473, 22.822], [21.230, 23.967, 22.115], [23.293, 22.002, 22.620], [21.651, 21.797, 22.059], [22.426, 20.903, 24.683], [20.796, 21.230, 24.185], [25.857, 24.637, 28.412], [26.627, 23.561, 29.159], [26.056, 22.092, 28.992], [27.147, 21.055, 29.140], [27.659, 21.141, 30.629], [28.269, 21.325, 28.153], [28.838, 19.920, 27.789], [27.758, 18.935, 28.219], [26.594, 19.699, 28.804], [24.775, 24.531, 28.345], [25.997, 24.543, 27.335], [26.009, 25.665, 28.742], [26.608, 23.725, 30.236], [27.674, 23.614, 28.863], [25.765, 21.982, 27.947], [25.220, 21.773, 29.614], [26.761, 21.195, 31.244], [28.281, 22.022, 30.790], [28.223, 20.236, 30.855], [29.026, 22.001, 28.550], [27.864, 21.825, 27.273], [29.720, 19.770, 28.411], [29.161, 19.756, 26.761], [28.044, 18.130, 28.895], [27.425, 18.371, 27.348], [26.198, 19.329, 29.750], [25.737, 19.782, 28.136], [22.952, 29.475, 36.364], [22.331, 28.042, 36.429], [20.925, 28.039, 35.800], [20.909, 28.395, 34.259], [19.284, 28.262, 33.521], [18.058, 29.383, 34.419], [17.264, 28.700, 35.558], [16.250, 29.733, 36.173], [15.812, 29.212, 37.561], [19.541, 28.616, 31.713], [18.299, 28.228, 30.859], [18.559, 28.576, 29.382], [18.998, 27.435, 28.501], [18.637, 26.531, 33.553], [19.641, 25.459, 33.063], [19.196, 23.992, 33.177], [18.215, 23.529, 32.130], [23.818, 29.429, 37.024], [22.266, 30.277, 36.636], [23.291, 29.603, 35.336], [22.333, 27.866, 37.504], [22.918, 27.291, 35.901], [20.355, 28.893, 36.167], [20.287, 27.187, 36.037], [21.644, 27.792, 33.726], [21.240, 29.388, 33.955], [17.291, 29.393, 33.644], [18.390, 30.383, 34.697], [17.953, 28.392, 36.344], [16.659, 27.846, 35.252], [15.454, 29.877, 35.442], [16.847, 30.643, 36.237], [16.770, 29.024, 38.046], [15.191, 28.346, 37.331], [15.204, 29.873, 38.178], [20.331, 28.002, 31.281], [19.836, 29.665, 31.682], [17.492, 28.906, 31.136], [17.830, 27.269, 31.075], [19.184, 29.444, 29.175], [17.565, 28.811, 29.001], [18.349, 26.577, 28.673], [20.060, 27.225, 28.626], [18.905, 27.765, 27.467], [17.775, 26.734, 32.917], [18.364, 26.377, 34.597], [20.565, 25.490, 33.640], [19.943, 25.607, 32.026], [18.825, 23.743, 34.171], [20.106, 23.395, 33.114], [17.371, 24.205, 31.990], [17.772, 22.636, 32.572], [18.730, 23.254, 31.210], [22.362, 21.282, 30.240], [22.776, 20.144, 29.377], [22.602, 18.760, 30.030], [23.691, 18.325, 31.131], [23.517, 16.695, 31.821], [21.781, 16.195, 31.892], [21.413, 14.757, 32.415], [19.892, 14.536, 32.162], [18.961, 15.163, 33.200], [24.438, 15.479, 30.795], [24.008, 15.249, 29.328], [24.918, 15.862, 28.182], [26.297, 15.196, 28.141], [24.315, 16.678, 33.459], [23.827, 17.614, 34.637], [22.764, 16.946, 35.501], [22.593, 17.839, 36.758], [22.769, 21.234, 31.250], [21.285, 21.374, 30.386], [22.679, 22.244, 29.837], [23.769, 20.247, 28.939], [22.083, 20.110, 28.536], [22.491, 17.920, 29.345], [21.614, 18.804, 30.489], [23.545, 18.989, 31.983], [24.723, 18.385, 30.784], [21.474, 16.154, 30.847], [21.185, 16.996, 32.328], [21.666, 14.634, 33.468], [21.915, 14.114, 31.692], [19.791, 13.452, 32.104], [19.526, 14.977, 31.234], [19.284, 14.848, 34.192], [17.954, 14.926, 32.856], [18.900, 16.251, 33.174], [24.485, 14.531, 31.331], [25.446, 15.892, 30.840], [23.020, 15.691, 29.198], [24.023, 14.174, 29.144], [24.942, 16.943, 28.044], [24.411, 15.565, 27.265], [26.600, 15.045, 29.177], [27.095, 15.788, 27.694], [26.262, 14.221, 27.655], [25.301, 16.957, 33.089], [24.386, 15.608, 33.658], [23.363, 18.512, 34.229], [24.758, 17.863, 35.146], [23.207, 15.964, 35.667], [21.881, 16.838, 34.872], [22.182, 18.785, 36.407], [23.589, 18.083, 37.126], [21.867, 17.400, 37.442], [18.633, 11.224, 19.888], [17.612, 12.394, 19.704], [18.237, 13.814, 19.522], [17.202, 14.982, 19.256], [17.878, 16.760, 18.868], [18.460, 16.716, 17.115], [17.341, 16.313, 16.136], [17.826, 16.343, 14.760], [16.705, 16.053, 13.750], [16.472, 17.867, 18.896], [16.795, 19.255, 18.320], [15.752, 20.328, 18.828], [15.649, 20.629, 20.333], [19.190, 17.501, 19.997], [18.596, 18.133, 21.245], [19.528, 18.818, 22.265], [20.383, 17.912, 23.275], [19.308, 11.517, 20.691], [19.152, 11.033, 18.949], [18.171, 10.277, 20.167], [16.798, 12.388, 20.429], [17.116, 12.412, 18.733], [19.019, 13.803, 18.762], [18.805, 14.075, 20.415], [16.693, 15.102, 20.212], [16.386, 14.815, 18.553], [19.298, 16.019, 17.123], [18.856, 17.723, 16.985], [16.678, 17.177, 16.181], [16.980, 15.311, 16.367], [18.681, 15.677, 14.643], [18.229, 17.299, 14.424], [15.880, 16.751, 13.892], [16.290, 15.066, 13.953], [17.069, 15.971, 12.726], [15.992, 17.946, 19.872], [15.741, 17.480, 18.186], [17.014, 19.191, 17.255], [17.721, 19.527, 18.827], [14.741, 20.006, 18.580], [16.051, 21.241, 18.313], [14.985, 21.421, 20.683], [16.551, 21.153, 20.648], [15.656, 19.718, 20.931], [19.754, 18.247, 19.437], [19.917, 16.708, 20.173], [18.049, 17.322, 21.725], [17.966, 18.911, 20.814], [18.912, 19.442, 22.912], [20.134, 19.534, 21.708], [21.294, 17.533, 22.813], [19.854, 17.135, 23.827], [20.595, 18.720, 23.975], [15.904, 25.060, 27.654], [14.685, 26.032, 27.511], [14.342, 26.317, 26.035], [15.539, 27.163, 25.452], [15.426, 27.867, 23.694], [17.170, 28.452, 23.302], [18.275, 27.339, 23.140], [18.837, 27.266, 21.714], [19.845, 26.118, 21.362], [14.895, 26.570, 22.509], [14.982, 26.954, 21.041], [14.806, 25.731, 20.099], [15.821, 24.639, 20.289], [14.279, 29.217, 23.503], [12.819, 28.807, 23.653], [11.960, 30.099, 23.743], [10.413, 29.825, 23.805], [16.897, 25.509, 27.677], [15.973, 24.270, 26.906], [15.696, 24.588, 28.615], [15.014, 26.960, 27.979], [13.836, 25.548, 27.994], [13.454, 26.949, 26.022], [14.207, 25.349, 25.551], [16.458, 26.583, 25.533], [15.688, 28.034, 26.090], [17.485, 29.134, 24.092], [17.099, 28.926, 22.323], [17.829, 26.393, 23.445], [19.120, 27.600, 23.778], [19.295, 28.240, 21.539], [18.008, 27.212, 21.009], [19.487, 25.143, 21.692], [20.811, 26.277, 21.841], [19.920, 25.969, 20.285], [13.864, 26.276, 22.707], [15.439, 25.675, 22.812], [15.814, 27.604, 20.773], [14.118, 27.586, 20.835], [14.905, 26.125, 19.087], [13.828, 25.275, 20.253], [15.930, 24.010, 19.405], [15.840, 24.018, 21.184], [16.832, 25.045, 20.284], [14.508, 29.615, 22.515], [14.613, 29.973, 24.214], [12.550, 28.303, 24.582], [12.526, 28.202, 22.795], [12.187, 30.830, 22.967], [12.244, 30.714, 24.597], [9.907, 30.780, 23.667], [10.008, 29.448, 24.744], [10.065, 29.285, 22.924], [27.413, 22.402, 22.057], [26.934, 23.589, 21.455], [26.839, 24.749, 22.333], [25.844, 25.792, 21.832], [26.024, 25.873, 20.266], [26.237, 24.989, 19.826], [25.127, 26.254, 20.000], [27.165, 26.897, 19.929], [27.549, 26.937, 18.379], [27.896, 25.691, 17.891], [28.422, 25.737, 16.568], [26.683, 22.230, 22.847], [28.394, 22.476, 22.528], [27.405, 21.542, 21.387], [27.846, 25.159, 22.413], [26.610, 24.423, 23.347], [25.804, 26.800, 22.246], [24.821, 25.477, 22.036], [27.991, 26.527, 20.536], [26.863, 27.893, 20.253], [28.307, 27.715, 18.284], [26.777, 27.368, 17.742], [28.476, 24.716, 16.191], [29.406, 26.201, 16.496], [27.761, 26.301, 15.910], [14.530, 19.016, 33.582], [14.709, 18.658, 32.254], [15.603, 17.607, 31.986], [16.494, 17.876, 30.729], [16.934, 19.353, 30.852], [16.114, 19.943, 30.882], [17.443, 19.484, 31.714], [17.739, 19.855, 29.648], [16.844, 19.980, 28.395], [15.758, 20.876, 28.735], [14.671, 20.856, 27.833], [15.549, 19.160, 33.942], [13.885, 18.336, 34.138], [14.004, 19.971, 33.555], [15.028, 16.718, 31.727], [16.237, 17.388, 32.845], [15.904, 17.976, 29.818], [17.343, 17.193, 30.692], [18.478, 19.063, 29.527], [18.269, 20.754, 29.960], [16.531, 19.026, 27.970], [17.385, 20.509, 27.610], [14.084, 21.749, 28.052], [13.981, 20.018, 27.925], [15.050, 20.899, 26.812], [25.240, 19.478, 25.072], [24.289, 18.486, 24.293], [26.419, 19.105, 24.025], [24.684, 20.682, 24.126], [26.298, 20.378, 25.889], [24.167, 19.962, 26.253], [25.754, 18.262, 25.980], [17.060, 22.947, 24.192], [16.279, 21.949, 23.202], [16.646, 22.025, 25.499], [18.298, 21.908, 23.951], [17.911, 23.941, 25.204], [17.563, 23.768, 22.877], [15.729, 23.862, 24.304], [23.647, 27.444, 25.000], [22.856, 28.836, 24.964], [22.515, 26.800, 25.975], [22.762, 26.759, 23.762], [24.473, 26.029, 25.104], [24.741, 28.044, 23.886], [24.460, 27.849, 26.331]],
  "forces_ev_per_angstrom": [[0.5, 0.5, 0.9], [-1.1, 1.3, 0.3], [1.1, -0.7, -1.7], [0.4, -1.1, -1.7], [-0.4, 0.2, -0.6], [1.2, -0.6, 1.2], [-0.6, -0.2, -0.6], [-0.4, 0.2, 1.2], [0.6, 0.6, -0.7], [0.2, -0.3, -0.6], [0.1, 0.1, 0.1], [0.0, -0.3, -0.1], [0.3, -0.6, 0.4], [-0.2, 0.0, -0.3], [-0.3, 0.3, 0.2], [0.3, 0.1, 0.5], [-0.6, -0.1, 0.2], [-0.3, -0.1, -0.2], [-0.5, -0.1, 0.3], [-0.5, 0.0, 0.2], [0.1, 0.2, 0.1], [0.3, -0.4, 0.1], [0.2, 0.1, -0.1], [0.0, 0.1, 0.3], [0.0, -0.2, 0.2], [0.2, 0.4, 0.2], [-0.2, 0.5, 0.1], [-1.0, -0.2, -1.0], [-0.9, -1.0, 1.1], [1.2, 1.0, -1.5], [0.4, 1.6, 1.2], [-0.5, -0.6, -1.3], [0.5, -0.8, -1.0], [0.4, 0.4, 1.4], [-0.6, -1.5, -0.6], [0.0, 0.1, 0.6], [-0.4, -0.4, 1.0], [0.9, 0.3, -0.1], [0.4, -0.2, -0.1], [0.1, 0.4, 0.1], [-0.1, -0.2, -0.1], [-0.3, -0.1, -0.1], [0.1, 0.5, 0.3], [0.1, -0.1, 0.0], [-0.2, -0.1, -0.3], [0.0, 0.1, -0.1], [-0.2, -0.2, 0.3], [-0.4, -0.2, 0.1], [0.1, -0.1, -0.1], [-0.3, 0.5, 0.0], [0.6, 0.3, 0.3], [-0.2, 0.3, 0.0], [0.2, -0.3, 0.0], [0.3, 0.3, -0.3], [0.4, -1.6, -0.8], [-0.8, 1.3, 0.0], [-0.4, 1.7, -0.6], [0.6, -1.0, 0.5], [0.7, -0.4, -0.1], [-0.8, -2.1, -1.2], [-0.1, 0.7, 0.8], [1.2, -0.4, -0.1], [0.1, 0.5, -1.3], [-1.1, -1.0, 0.7], [0.2, 2.6, 0.3], [-1.4, -0.7, -0.4], [0.6, 0.1, -0.2], [0.9, 1.0, 0.2], [0.0, -0.2, 0.2], [0.3, 0.5, 0.3], [-0.3, -0.7, 0.6], [0.0, 0.5, -0.1], [0.0, -0.2, 0.2], [0.2, 0.6, 0.1], [-0.5, -0.8, -0.2], [0.4, 0.1, 0.2], [0.0, 0.0, 0.8], [0.3, -0.4, -0.3], [-0.2, -0.5, -0.3], [0.0, 0.5, 0.8], [0.0, 1.0, -0.4], [0.4, -0.2, -0.3], [-0.1, -0.2, 0.1], [0.4, -0.2, -0.3], [-0.2, 0.2, 0.2], [-0.4, 0.4, 0.3], [-0.5, -0.5, 0.5], [0.3, -0.4, 0.6], [0.2, 0.2, -0.3], [0.6, 0.1, 0.7], [-0.2, 0.1, -0.5], [-0.1, 0.2, 0.3], [0.8, -0.4, -0.5], [0.0, 0.1, 0.6], [-0.1, 0.4, -0.1], [0.3, -0.2, -0.1], [0.0, -0.5, 0.1], [-0.1, -0.2, -0.1], [-0.4, -0.9, 0.2], [-0.4, -0.3, -0.1], [0.0, 0.5, 0.2], [-0.1, 0.3, -0.2], [-0.2, 0.4, 0.2], [0.1, -0.1, -0.2], [0.2, 0.2, -0.3], [-0.2, -0.4, -0.4], [-0.3, 0.3, -0.2], [0.1, 1.0, 1.0], [-0.2, -1.5, -0.8], [0.6, -0.7, 1.0], [-1.5, 1.2, -0.8], [-0.5, -1.6, 0.4], [-0.3, -0.3, -0.2], [-0.7, 1.7, -1.4], [0.5, 0.5, 0.6], [0.2, -0.2, -0.5], [0.2, 0.6, 0.2], [0.7, 1.3, -0.6], [-0.5, -1.0, -0.3], [0.0, 0.3, 0.8], [-0.3, 0.6, -1.0], [0.1, -0.9, -1.8], [1.5, 0.5, 0.1], [-0.5, -0.5, -1.4], [0.2, -0.1, 0.1], [-0.2, -0.3, -0.2], [0.0, 0.0, -0.1], [0.0, 0.1, 0.1], [0.2, 0.1, -0.4], [0.4, 0.3, -0.6], [0.0, -0.1, 0.6], [0.4, 0.2, 0.1], [-0.1, 0.2, -0.1], [0.0, 0.2, -0.3], [0.0, 0.0, 0.3], [0.2, -0.4, -0.2], [0.4, -0.5, 0.7], [-0.5, 0.1, 0.1], [0.7, -0.3, -0.6], [-0.8, -0.1, 0.1], [-0.2, -0.7, 0.9], [0.7, 0.3, 0.0], [-0.1, 0.1, 0.2], [0.3, -0.1, -0.1], [-0.3, -0.5, -0.2], [-0.4, 0.1, 0.0], [0.1, 0.2, 0.8], [-0.2, 0.0, -0.1], [0.4, -0.3, 0.1], [-0.3, 0.1, -0.3], [0.0, 0.1, 0.0], [0.5, 0.1, 0.5], [0.0, 0.0, 0.6], [0.4, 0.4, -0.1], [-0.3, 0.2, 0.4], [-0.6, -0.2, 0.7], [-0.3, -0.1, 0.3], [-0.2, 0.1, 0.1], [-0.3, -0.4, 0.6], [0.5, 0.1, 0.4], [-0.8, 1.1, -0.2], [0.0, 0.8, -1.4], [0.4, 0.6, 0.6], [1.1, 0.7, 1.3], [-0.1, -1.4, -0.2], [0.0, -0.3, 1.5], [0.9, 1.5, 1.4], [0.8, -0.1, -2.8], [0.2, -1.1, 0.6], [-0.8, 0.2, -0.9], [0.2, 0.4, 2.6], [-0.3, -0.2, -0.5], [2.4, 0.2, 0.1], [0.4, -0.8, -0.6], [0.1, -0.2, -0.1], [-0.2, -1.4, 0.3], [-0.5, 1.9, -1.3], [0.3, -0.2, -0.1], [0.3, 0.2, 0.2], [-0.3, 0.2, 0.0], [0.2, 0.1, 0.3], [-0.4, -1.3, -0.1], [-0.2, -0.3, -0.4], [-0.1, 0.3, 0.3], [-0.2, 0.2, 0.1], [0.3, -0.2, -0.4], [0.2, 0.0, -0.2], [0.0, 0.0, -0.5], [-1.1, -0.7, 0.3], [-0.6, 0.3, 0.2], [-0.1, -0.4, -0.2], [0.1, 0.4, 0.6], [0.1, 0.2, -0.4], [-0.1, -0.1, 0.1], [-0.1, 0.5, 0.0], [0.2, -0.2, 0.0], [-0.3, -0.6, 0.3], [-0.5, 0.4, 0.0], [0.5, 0.5, -0.3], [0.0, 0.2, -0.8], [-0.6, 0.1, -0.2], [-1.0, -0.7, -0.5], [0.7, -0.3, 0.0], [-0.6, 0.2, 0.2], [-0.2, 0.1, -0.4], [0.0, -0.2, 0.2], [-0.6, 0.4, 0.3], [-0.6, -0.1, 0.7], [-0.3, 0.0, -0.2], [0.5, -0.1, 0.2], [-0.1, 0.0, 0.2], [-0.3, 0.0, -0.4], [0.8, -0.5, 0.5], [-0.8, -0.1, 0.4], [1.4, -0.7, -1.1], [1.0, 1.0, 0.5], [-1.0, -0.2, -0.9], [1.2, -1.6, 0.4], [-0.2, -1.1, -0.4], [-0.4, -0.1, 0.0], [0.0, -0.3, -0.4], [-0.9, 0.3, 0.7], [0.4, -0.1, 0.8], [-0.9, -0.2, -0.5], [0.4, 0.3, 0.6], [2.0, -0.3, -0.5], [0.6, -0.2, 0.6], [-0.8, 1.7, 0.1], [-1.1, -0.1, 0.1], [0.7, 1.2, -0.7], [-0.2, 0.3, 0.0], [-0.4, 0.0, -0.1], [0.6, -0.3, 0.2], [-0.6, 0.1, 0.4], [0.0, 0.4, 0.1], [-0.2, -0.3, -0.3], [-0.1, 0.3, -0.4], [0.1, -0.1, -0.4], [-0.1, 0.2, 0.0], [-0.3, 0.3, -0.2], [-0.1, 0.6, 0.2], [0.4, -0.3, 0.1], [-0.2, -0.2, 0.4], [0.2, 0.0, -0.2], [-0.1, -0.1, -0.1], [-0.3, 0.1, 0.4], [0.1, 0.1, -0.2], [0.3, 0.5, 0.0], [-0.2, 0.3, 0.4], [0.5, -0.1, -0.4], [0.4, -0.5, 0.1], [-0.1, 0.2, 0.0], [-0.3, -0.2, -0.1], [-0.3, 0.4, -0.2], [-0.7, -0.4, 0.0], [-0.7, 0.1, 0.0], [0.3, 0.5, 0.2], [-0.2, 0.1, -0.2], [-0.3, 0.2, 0.1], [0.6, -0.5, -0.1], [-0.2, 0.0, 0.1], [-0.1, -0.4, -0.7], [0.1, -0.5, 0.6], [0.1, 0.2, 0.2], [0.4, -0.4, -0.1], [0.1, -0.6, 0.3], [-0.8, 0.0, 1.3], [-0.5, 1.8, -0.8], [1.2, -0.8, 0.2], [-0.3, -1.5, -1.4], [0.5, 2.6, 1.8], [0.0, -0.6, 0.0], [-0.1, -0.1, -0.9], [-0.2, -1.1, -1.6], [-0.7, 0.7, 1.2], [0.4, -0.5, 0.4], [-0.2, -0.1, -0.4], [0.2, -0.7, 0.4], [0.2, 0.3, -0.2], [-0.1, 0.5, -0.3], [0.1, 0.3, -0.1], [-0.5, 0.1, 0.1], [1.0, 0.0, 0.0], [-0.1, -0.4, -0.4], [0.1, 0.2, -0.2], [-0.2, -0.2, 0.1], [0.7, -0.2, 0.3], [-0.8, 0.0, 0.3], [0.0, 0.1, 0.2], [0.1, 0.0, 0.4], [-0.2, 0.1, 0.0], [0.0, 0.8, 0.4], [0.3, -0.3, -2.4], [-0.2, -0.5, -0.8], [-1.4, 2.3, 1.1], [0.9, -0.6, -1.1], [-0.9, 0.1, 0.3], [0.2, 0.2, 0.3], [-0.2, -1.2, 0.2], [-0.3, 1.8, 0.4], [0.9, -1.5, 1.0], [-0.4, 0.5, -0.7], [-0.2, 0.0, 1.1], [0.4, -0.3, 0.2], [0.1, 0.1, 0.1], [0.1, -0.3, 0.3], [0.1, 0.0, 0.2], [0.0, -1.0, 0.0], [0.0, 0.3, -0.2], [0.2, 0.2, -0.4], [-0.4, 0.2, -0.2], [-0.2, -0.1, 0.3], [0.5, -0.2, -0.1], [0.1, 0.0, -0.1], [0.3, -0.4, 0.3], [-0.1, 0.1, -0.1], [1.4, -0.5, -1.0], [-1.3, -0.1, 0.5], [-0.2, 0.8, -0.1], [0.6, 0.2, 0.7], [0.5, 1.6, -0.1], [-0.5, -0.8, -0.6], [-0.6, -0.9, 1.0], [-0.1, -1.4, -1.0], [-1.1, 0.0, 0.1], [-0.1, 0.8, -0.3], [1.3, 0.6, 0.9], [-0.4, -0.6, -0.9], [0.1, 0.6, 0.8], [0.7, 0.0, 0.5], [0.1, -0.4, 0.0], [0.2, -0.6, -0.3], [-0.6, -0.2, 0.4], [0.6, 0.8, -0.1], [0.2, -0.3, -0.8], [-0.9, -0.8, 1.3], [0.3, 1.0, -0.7]]
}